# 1
DFT (ωB97M-V/def2-TZVPD) results for a structure of composition C21H38N10NaS at a distorted geometry.

Last column: Löwdin charge in e.
Geometry (Å):
1 Na -0.09 -0.82 -0.75  0.2233
2 C -0.77 -4.03 -1.21  -0.1620
3 C 0.40 -4.00 -0.23  -0.1975
4 N 0.87 -2.66 0.09  -0.0871
5 C 2.29 -2.42 -0.07  -0.2019
6 C 2.59 -1.55 -1.29  -0.2024
7 N 2.00 -0.24 -1.15  -0.0915
8 C 2.22 0.58 -2.33  -0.2160
9 C 1.51 1.93 -2.27  -0.1444
10 C -0.03 1.89 -2.23  -0.2030
11 N -0.60 0.57 -2.42  -0.1212
12 C -0.74 0.10 -3.79  -0.1745
13 C -0.38 -1.39 -3.85  -0.2046
14 N -0.82 -2.05 -2.64  -0.1082
15 C -0.46 -3.45 -2.58  -0.2156
16 H -1.62 -3.48 -0.78  0.0781
17 H -1.08 -5.07 -1.32  0.1155
18 H 1.22 -4.59 -0.66  0.1200
19 H 0.07 -4.52 0.68  0.1235
20 H 0.64 -2.44 1.05  0.0881
21 H 2.86 -3.35 -0.16  0.1233
22 H 2.67 -1.90 0.82  0.0834
23 H 2.16 -2.03 -2.17  0.1051
24 H 3.68 -1.50 -1.43  0.1307
25 H 2.43 0.22 -0.36  0.1069
26 H 1.87 0.02 -3.19  0.0979
27 H 3.30 0.78 -2.48  0.1288
28 H 1.84 2.50 -3.14  0.1107
29 H 1.86 2.47 -1.39  0.0918
30 H -0.42 2.61 -2.98  0.1177
31 H -0.35 2.23 -1.24  0.0868
32 H -1.52 0.57 -2.00  0.0651
33 H -0.07 0.66 -4.46  0.1257
34 H -1.77 0.23 -4.16  0.1251
35 H 0.70 -1.52 -3.91  0.0991
36 H -0.81 -1.84 -4.77  0.1267
37 H -1.84 -1.99 -2.60  0.0791
38 H 0.60 -3.54 -2.79  0.1133
39 H -1.00 -4.03 -3.36  0.1241
40 C -2.90 3.57 2.15  -0.0158
41 C -1.95 2.49 1.69  -0.2620
42 N -2.28 1.53 0.91  0.0955
43 N -3.55 1.46 0.46  -0.0296
44 C -4.05 0.35 -0.14  -0.8796
45 N -5.34 0.44 -0.53  0.0958
46 S -3.18 -1.03 -0.38  0.7094
47 C -0.56 2.53 2.17  -0.2458
48 C -0.29 2.84 3.50  -0.0172
49 C 1.03 2.93 3.91  -0.0607
50 C 2.03 2.72 2.97  -0.0612
51 C 1.65 2.36 1.68  -0.1469
52 N 0.40 2.25 1.29  0.1392
53 H -3.76 3.14 2.67  0.0945
54 H -3.27 4.13 1.29  0.0924
55 H -2.41 4.27 2.81  0.0797
56 H -4.20 2.22 0.64  0.1388
57 H -5.88 1.29 -0.45  0.1101
58 H -5.77 -0.36 -0.96  0.0980
59 H -1.09 2.97 4.21  0.1189
60 H 1.27 3.16 4.94  0.1187
61 H 3.07 2.83 3.22  0.1104
62 H 2.40 2.16 0.93  0.0944
63 N 2.63 -0.47 3.11  -0.0179
64 C 2.47 -0.09 4.39  -0.1087
65 C 1.13 -0.16 4.66  -0.0735
66 C 0.55 -0.60 3.46  -0.1472
67 N 1.47 -0.78 2.53  0.0251
68 H 3.49 -0.52 2.59  0.1538
69 H 3.31 0.19 5.01  0.1208
70 H 0.64 0.08 5.58  0.1010
71 H -0.48 -0.79 3.23  0.1098

The calculation puts the orbital gap at 8.829 eV. As for the LUMO energy: -2.24 eV. Its total charge is +1. The calculation puts the energy relative to the best compared isomer or geometry (same formula, charge and spin) at 2.7 kcal per mole. The largest force on an atom is 1.5 eV Å⁻¹.



# 2
DFT (ωB97M-V/def2-TZVPD) results for a cluster of 5 separate species, C21H38N3O12 in total at a distorted geometry.

Last column: Löwdin charge in e.
Geometry (Å):
1 C 3.60 -2.33 1.32  0.2182
2 C 2.92 -1.37 1.16  -0.0736
3 N 1.90 -0.51 0.85  -0.0400
4 C 1.81 0.32 -0.17  0.0110
5 N 0.62 0.93 -0.07  0.1737
6 C -0.02 0.47 1.05  -0.3136
7 N -1.27 0.85 1.55  0.1515
8 C 0.78 -0.44 1.67  0.0761
9 H 4.14 -3.25 1.36  0.0618
10 H 2.58 0.44 -0.92  0.1761
11 H 0.25 1.61 -0.72  0.1800
12 H -1.74 1.39 0.83  0.1042
13 H -1.85 0.03 1.69  0.1269
14 H 0.62 -0.98 2.58  0.1551
15 C -5.44 1.12 -4.66  -0.0534
16 C -5.72 0.39 -3.37  -0.1880
17 O -4.62 -0.48 -3.01  0.0579
18 C -3.57 0.11 -2.49  -0.6042
19 O -3.43 1.29 -2.27  0.1148
20 O -2.63 -0.82 -2.25  0.0267
21 C -1.41 -0.27 -1.78  -0.0673
22 H -5.19 0.41 -5.46  0.0879
23 H -6.32 1.69 -4.97  0.0876
24 H -4.60 1.80 -4.56  0.0652
25 H -6.58 -0.27 -3.49  0.1269
26 H -5.94 1.07 -2.55  0.1257
27 H -1.59 0.37 -0.93  0.0468
28 H -0.92 0.28 -2.59  0.0888
29 H -0.77 -1.10 -1.48  0.1072
30 C -2.79 3.22 3.83  -0.0590
31 C -1.28 3.06 3.74  -0.2459
32 O -0.60 4.11 4.44  0.0373
33 C -0.58 3.97 5.77  -0.6128
34 O -1.05 3.05 6.39  0.1257
35 O 0.05 5.02 6.29  0.0118
36 C 0.08 5.05 7.72  -0.0297
37 H -3.09 4.21 3.50  0.0867
38 H -3.29 2.47 3.21  0.0689
39 H -3.13 3.10 4.85  0.0793
40 H -0.97 3.15 2.70  0.0963
41 H -0.96 2.09 4.10  0.1110
42 H 0.48 4.12 8.12  0.0962
43 H -0.92 5.23 8.11  0.1011
44 H 0.73 5.87 8.00  0.0954
45 C -1.18 2.77 -4.46  -0.0607
46 C -1.05 1.75 -5.57  -0.2171
47 O -1.53 2.26 -6.81  0.0414
48 C -0.70 3.10 -7.43  -0.6101
49 O 0.39 3.43 -7.04  0.1240
50 O -1.29 3.51 -8.55  0.0144
51 C -0.55 4.49 -9.28  -0.0291
52 H -2.21 3.13 -4.39  0.0820
53 H -0.90 2.33 -3.50  0.0474
54 H -0.54 3.63 -4.64  0.0788
55 H -1.67 0.88 -5.35  0.1187
56 H -0.03 1.40 -5.68  0.1245
57 H 0.46 4.15 -9.49  0.0971
58 H -0.53 5.43 -8.73  0.1002
59 H -1.07 4.64 -10.23  0.0957
60 C 3.52 -6.41 5.32  -0.0667
61 C 5.03 -6.43 5.28  -0.2090
62 O 5.53 -7.50 4.47  0.0459
63 C 5.47 -7.32 3.16  -0.6143
64 O 5.05 -6.34 2.59  0.0981
65 O 5.94 -8.41 2.57  0.0153
66 C 5.85 -8.40 1.14  -0.0357
67 H 3.14 -7.38 5.64  0.0846
68 H 3.16 -5.65 6.01  0.0796
69 H 3.10 -6.21 4.33  0.0691
70 H 5.43 -6.60 6.28  0.1248
71 H 5.44 -5.47 4.93  0.1209
72 H 6.32 -7.51 0.72  0.0937
73 H 4.81 -8.46 0.83  0.0983
74 H 6.38 -9.28 0.78  0.0960

The calculation puts the orbital gap at 9.037 eV. As for the LUMO energy: -3.62 eV. Its total charge is +1. The calculation puts the energy relative to the best compared isomer or geometry (same formula, charge and spin) at 0.0 kcal per mole. The largest force on an atom is 2.0 eV Å⁻¹.



# 3
DFT (ωB97M-V/def2-TZVPD) results for a cluster of 4 separate species, C21H39BF6N4O9P3S in total at a distorted geometry.

Last column: Löwdin charge in e.
Geometry (Å):
1 C 1.12 -1.89 6.41  -0.1172
2 O 0.78 -2.64 5.18  -0.1183
3 B -0.48 -2.13 4.57  -0.4368
4 O -1.76 -2.30 5.31  0.0237
5 P -0.31 -1.27 2.85  0.7222
6 F 0.93 -0.30 3.67  -0.2532
7 F -1.58 -0.21 3.51  -0.2742
8 C -0.17 0.12 1.52  -0.2232
9 F -1.18 1.19 1.86  -0.0477
10 F 1.15 0.80 1.50  -0.0300
11 F -0.51 -0.34 0.15  -0.0215
12 O -1.68 -2.06 2.07  -0.2945
13 C -1.23 -3.27 1.30  -0.4717
14 C -2.22 -3.20 0.00  -0.1043
15 C -3.81 -2.92 0.34  -0.1683
16 O -4.32 -1.69 0.63  -0.0027
17 F -4.83 -4.02 0.30  -0.0877
18 P -2.05 -4.66 2.34  0.4343
19 S -2.62 -6.21 1.31  0.1270
20 C 0.41 -3.28 1.08  -0.3330
21 C 1.03 -3.08 -0.42  -0.0832
22 C 2.24 -1.98 -0.54  -0.3026
23 O 3.59 -2.55 -0.68  -0.1125
24 C 1.96 -1.11 -1.94  -0.2044
25 N 2.99 0.04 -2.00  -0.0643
26 P 1.32 -4.90 1.64  0.7940
27 O 1.33 -5.04 3.25  -0.3605
28 O 0.66 -6.30 0.84  -0.2534
29 O 3.05 -4.87 1.21  -0.2116
30 O 0.87 -2.35 2.17  -0.2513
31 H 1.10 -0.71 6.26  0.1120
32 H 0.44 -2.21 7.32  0.0914
33 H 2.24 -2.13 6.75  0.1052
34 H -1.56 -2.63 6.24  0.0961
35 H -2.16 -4.18 -0.69  0.1190
36 H -1.88 -2.31 -0.73  0.1396
37 H -3.27 -4.07 2.90  0.0315
38 H -1.27 -5.09 3.47  0.0045
39 H 1.49 -4.12 -0.76  0.1081
40 H 0.24 -2.81 -1.25  0.1191
41 H 2.28 -1.18 0.32  0.1463
42 H 4.00 -2.54 0.25  0.1227
43 H 0.91 -0.59 -1.96  0.1043
44 H 2.17 -1.75 -2.91  0.1180
45 H 3.13 0.45 -1.04  0.0052
46 H 3.94 -0.33 -2.27  0.0678
47 H 1.10 -6.38 -0.08  0.0877
48 H 3.12 -5.39 0.35  0.0732
49 C 2.84 5.28 -3.11  -0.1146
50 C 1.63 4.34 -3.00  -0.2749
51 C 1.47 3.75 -1.60  -0.1700
52 C 2.70 2.94 -1.23  -0.1295
53 N 3.72 2.27 -0.93  0.1116
54 H 3.78 4.75 -2.92  0.0704
55 H 2.90 5.70 -4.12  0.0688
56 H 2.75 6.11 -2.40  0.0774
57 H 1.75 3.54 -3.73  0.0810
58 H 0.73 4.90 -3.27  0.1110
59 H 0.59 3.10 -1.57  0.1172
60 H 1.32 4.55 -0.86  0.1187
61 C -3.16 3.15 3.23  -0.1163
62 C -3.90 4.13 4.14  -0.2796
63 C -5.01 4.89 3.41  -0.2038
64 C -4.41 5.70 2.27  -0.1712
65 N -3.92 6.38 1.32  0.0877
66 H -2.65 3.67 2.41  0.0685
67 H -2.40 2.61 3.80  0.0737
68 H -3.84 2.42 2.80  0.0865
69 H -3.18 4.84 4.56  0.1093
70 H -4.34 3.58 4.97  0.1083
71 H -5.52 5.57 4.10  0.1062
72 H -5.75 4.19 3.00  0.1145
73 C 1.72 1.35 -8.06  -0.1174
74 C 0.54 2.04 -7.38  -0.2770
75 C 0.58 1.91 -5.85  -0.1987
76 C 0.52 0.44 -5.47  -0.1484
77 N 0.47 -0.78 -5.14  0.1177
78 H 1.71 0.27 -7.88  0.0700
79 H 1.67 1.50 -9.14  0.0704
80 H 2.67 1.76 -7.70  0.0780
81 H -0.39 1.62 -7.77  0.1119
82 H 0.55 3.10 -7.64  0.1074
83 H -0.28 2.43 -5.41  0.1149
84 H 1.49 2.35 -5.45  0.0954

The calculation puts the orbital gap at 7.975 eV. As for the LUMO energy: 1.94 eV. Its total charge is -1. The calculation puts the energy relative to the best compared isomer or geometry (same formula, charge and spin) at 264.3 kcal per mole. The largest force on an atom is 10.5 eV Å⁻¹.